[1]
53
Properties=species:S:1:pos:R:3:forces:R:3:lowdin_charge:R:1 method="wB97M-V/def2-TZVPD" s_squared=0.765 energy_ha=-3131.4776 lumo_ev="0.0149 / -1.8595" gap_ev="8.46 / 6.68" e_above_lowest_kj_mol=29.5 multiplicity=2
Pb 0.36614 0.42639 0.17511 -0.069 -0.079 -0.458 1.45
C 0.74824 -0.92597 2.96729 -0.066 0.008 0.094 -0.28
C 1.68787 0.11760 2.99455 0.033 0.076 0.072 -0.24
C 0.97178 1.40259 3.02297 0.143 -0.041 0.081 -0.28
C -0.36302 1.12854 3.08010 -0.099 -0.035 0.068 -0.28
C -0.51604 -0.33373 3.06598 -0.083 -0.041 0.045 -0.24
C -1.80692 -1.05120 3.25283 0.018 0.035 -0.031 -0.04
C -1.48888 2.09511 3.24843 -0.008 -0.010 -0.020 -0.03
C 1.63724 2.74095 3.10736 0.018 -0.009 -0.035 -0.03
C 3.16846 -0.00256 3.01113 -0.009 0.009 -0.072 -0.02
C 1.02805 -2.40015 2.96456 0.013 0.005 -0.052 -0.03
H -2.00904 -1.17759 4.32236 0.003 -0.002 -0.004 0.10
H -1.78364 -2.04547 2.80704 0.016 0.003 -0.002 0.09
H -2.64894 -0.50136 2.83140 0.018 0.014 -0.001 0.05
H -1.86720 2.07292 4.27449 -0.006 -0.008 -0.005 0.09
H -2.32291 1.86341 2.58385 0.009 -0.013 0.000 0.05
H -1.16908 3.11528 3.03813 0.013 -0.005 0.010 0.08
H 1.74917 3.06083 4.14686 0.020 -0.008 0.004 0.09
H 1.06120 3.51064 2.59297 -0.019 -0.009 0.013 0.08
H 2.63347 2.72373 2.66433 -0.012 -0.011 -0.013 0.08
H 3.60086 0.30841 2.05281 -0.017 0.006 0.003 0.10
H 3.49138 -1.02336 3.20327 -0.006 0.001 -0.004 0.08
H 3.60118 0.64906 3.77343 0.000 -0.004 0.004 0.09
H 0.90174 -2.83482 3.95901 0.002 0.005 0.005 0.09
H 2.04310 -2.61367 2.63294 -0.003 0.009 0.002 0.08
H 0.36232 -2.93304 2.28402 -0.005 0.015 0.002 0.08
O -0.35175 1.88339 -1.43291 0.045 -0.085 0.042 -0.32
N -1.49320 1.63570 -2.06805 -0.053 0.021 -0.027 -0.20
C -1.61147 2.16864 -3.30480 0.039 -0.029 0.040 -0.02
C -2.74485 1.99457 -4.04471 -0.021 0.012 -0.033 -0.04
C -3.78633 1.24001 -3.50376 -0.016 -0.007 0.007 -0.05
C -3.64758 0.70307 -2.24874 -0.009 -0.008 0.012 -0.08
C -2.48188 0.90130 -1.49454 0.105 0.035 0.045 -0.64
S -2.30668 0.27058 0.10135 -0.062 0.020 0.000 0.65
H -0.73783 2.71027 -3.63083 0.004 0.012 0.016 0.14
H -2.80395 2.43346 -5.02935 -0.007 -0.019 0.000 0.11
H -4.69335 1.07235 -4.06836 0.003 -0.003 0.004 0.11
H -4.42801 0.10492 -1.80204 -0.002 0.010 0.001 0.11
F 2.11402 -0.41590 -5.37610 0.008 0.018 -0.036 0.15
C 1.82669 0.14974 -4.20919 -0.012 0.074 -0.053 -0.68
F 2.22760 1.42238 -4.22921 -0.014 0.010 -0.060 0.14
F 0.50201 0.12821 -4.04731 -0.055 0.016 0.029 0.13
S 2.68539 -0.73377 -2.84624 0.029 -0.248 0.201 0.59
O 2.38248 0.04385 -1.66033 0.142 0.134 -0.074 -0.42
O 4.03433 -0.83186 -3.29442 -0.098 0.048 0.105 -0.25
N 1.99468 -2.14759 -2.82169 -0.154 0.042 0.017 -0.28
S 0.77488 -2.47245 -1.88323 0.375 0.098 0.098 0.59
O 1.12457 -3.27687 -0.74941 -0.115 0.103 -0.073 -0.26
O -0.12369 -1.34824 -1.62854 0.081 -0.029 0.114 -0.45
C -0.19612 -3.55090 -2.99929 -0.080 -0.119 -0.002 -0.69
F 0.51592 -4.61677 -3.34013 -0.041 -0.031 -0.013 0.15
F -0.56045 -2.89752 -4.09689 0.001 0.047 -0.031 0.15
F -1.29198 -3.94306 -2.34847 0.003 -0.033 -0.036 0.14

=====

[2]
47
Properties=species:S:1:pos:R:3:forces:R:3:lowdin_charge:R:1 method="wB97M-V/def2-TZVPD" energy_ha=-2034.4048 lumo_ev=0.1747 gap_ev=8.71 e_above_lowest_kj_mol=123.2 smiles=CCOc1ccc(-c2nc(CSc3nc(N)nc(N)n3)cs2)cc1OCCF
C 2.32823 -2.26811 2.50211 0.122 2.313 -1.935 -0.05
C 3.66041 -1.76096 1.83107 -0.010 0.298 1.173 -0.17
O 3.68704 -1.13051 0.51081 -1.579 0.192 0.883 -0.06
C 2.58729 -0.35847 0.19020 0.571 0.818 -1.045 -0.24
C 2.62080 1.03254 0.27963 0.776 1.058 0.555 0.01
C 1.63217 1.85312 -0.31289 -0.570 -0.843 0.203 -0.04
C 0.46831 1.26956 -0.87966 -0.138 -0.279 0.516 -0.18
C -0.74801 2.06152 -1.32750 -0.211 0.608 0.292 -0.46
N -1.99404 1.74714 -1.03759 1.327 0.140 -0.903 0.10
C -2.87853 2.65078 -1.58875 0.048 -0.355 0.657 -0.46
C -4.34720 2.45721 -1.27877 1.300 -1.462 -1.141 -0.43
S -4.67588 2.69596 0.48059 -1.371 1.621 0.874 0.92
C -3.67516 1.51233 1.39274 0.725 2.010 -2.840 -0.67
N -3.86196 0.29513 1.07778 -2.127 -3.179 0.569 0.14
C -2.96001 -0.56829 1.55515 1.193 -0.200 -1.908 -0.47
N -2.96554 -1.88360 1.30086 -1.613 -1.121 -0.753 0.15
N -1.77129 -0.21464 1.95811 -0.002 0.939 1.755 0.20
C -1.72826 1.08587 2.18595 2.800 -1.206 0.820 -0.52
N -0.54594 1.55494 2.61077 -0.141 -0.245 1.878 0.18
N -2.58038 1.99960 1.93095 -2.567 1.997 0.309 0.14
C -2.31425 3.69925 -2.26133 -2.121 -0.103 0.330 -0.42
S -0.65703 3.60799 -2.22449 1.608 -1.148 0.322 1.05
C 0.41416 -0.14520 -0.87243 0.533 1.294 -0.327 0.04
C 1.51457 -0.88544 -0.52110 0.136 -1.652 0.870 -0.22
O 1.46616 -2.27708 -0.66528 0.797 -0.469 -1.393 -0.06
C 1.56310 -2.73727 -2.06615 -0.189 0.911 -0.374 -0.11
C 2.90601 -2.56409 -2.84091 -0.090 1.136 0.809 -0.15
F 3.09329 -3.41192 -3.94952 -0.553 0.263 1.245 -0.06
H 1.88770 -2.97802 1.84503 -0.543 -0.718 -0.374 0.06
H 1.58814 -1.47697 2.70125 0.229 0.081 -0.532 0.07
H 2.45389 -2.65767 3.46683 0.936 -0.898 1.213 0.05
H 4.24293 -2.63925 1.62608 0.556 -0.340 0.329 0.10
H 4.20007 -1.07845 2.54424 -0.405 -0.614 -0.675 0.13
H 3.49108 1.48795 0.84688 -1.148 -0.470 -0.955 0.14
H 1.69801 2.93343 -0.24659 0.121 -0.072 0.018 0.10
H -4.61964 1.39265 -1.52743 0.063 1.146 -0.040 0.09
H -4.84146 3.18840 -1.95743 -0.487 -0.544 1.131 0.09
H -2.01060 -2.20275 1.33857 -0.156 -0.492 -0.121 0.10
H -3.51193 -2.13136 0.48398 0.024 -0.325 0.310 0.11
H 0.11104 0.88270 2.87565 1.133 -1.056 0.006 0.07
H -0.25728 2.23136 1.99970 1.350 2.384 -1.177 0.06
H -2.92535 4.50162 -2.68859 0.700 -0.241 0.078 0.09
H -0.41856 -0.73992 -1.15010 -0.936 0.039 -0.576 0.12
H 1.20705 -3.73834 -2.18173 -0.062 -0.808 0.648 0.12
H 0.86458 -2.12469 -2.60242 -0.643 0.251 -0.372 0.10
H 2.88025 -1.53846 -3.23343 0.336 -0.277 -0.058 0.12
H 3.72204 -2.62956 -2.12084 0.276 -0.383 -0.294 0.12

=====

[3]
44
Properties=species:S:1:pos:R:3:forces:R:3:lowdin_charge:R:1 method="wB97M-V/def2-TZVPD" s_squared=0.753 energy_ha=-2761.7909 lumo_ev="-6.4564 / -6.3420" gap_ev="7.23 / 7.34" charge=+2 e_above_lowest_kj_mol=24.5 multiplicity=2
Ti -0.11546 -0.32751 0.08506 -0.333 -0.032 0.170 1.11
I -3.02103 -1.34032 -6.19900 0.040 0.003 0.143 0.98
C -2.52718 -1.19117 -4.18136 -0.037 0.009 -0.122 -0.71
C -1.98579 -2.28686 -3.51668 0.002 -0.026 -0.032 -0.18
C -1.69668 -2.18465 -2.16643 0.144 -0.121 0.294 -0.61
I -0.59533 -3.64855 -1.14339 -0.149 0.066 -0.070 1.05
C -1.99073 -1.01664 -1.46822 -0.060 -0.024 -0.551 -0.43
O -1.81783 -0.91573 -0.12191 0.558 0.063 0.268 -0.25
C -2.37099 0.12911 -2.17614 0.094 0.008 0.252 -0.17
C -2.20254 1.42656 -1.43119 -0.103 -0.042 -0.101 -0.09
N -0.75067 1.52441 -1.01329 0.003 -0.091 0.073 -0.10
C 0.12455 1.68275 -2.20504 0.012 0.042 -0.041 -0.10
C 1.50783 1.14370 -1.97614 -0.086 -0.039 0.120 -0.23
C 2.60298 1.62073 -2.66885 0.106 0.004 -0.041 0.02
C 3.83593 1.01221 -2.48751 -0.093 -0.016 0.041 0.01
C 3.94130 -0.05801 -1.60758 0.060 0.019 -0.039 -0.01
C 2.81377 -0.47422 -0.93965 -0.105 -0.060 0.056 -0.08
N 1.61057 0.11010 -1.11430 0.026 0.059 0.000 -0.02
C -2.66520 0.03060 -3.52374 -0.023 0.027 -0.052 -0.09
H -1.77487 -3.20365 -4.04962 -0.008 0.007 -0.014 0.10
H -2.46810 2.27746 -2.05998 0.031 0.010 0.013 0.14
H -2.80540 1.45520 -0.52479 0.010 0.023 0.001 0.14
H -0.65743 2.35857 -0.43604 0.024 -0.008 -0.010 0.14
H -0.31995 1.09623 -3.01332 -0.005 0.031 -0.004 0.14
H 0.15782 2.71994 -2.54085 0.001 0.005 0.038 0.15
H 2.49274 2.45555 -3.34737 -0.021 0.002 0.003 0.14
H 4.70440 1.36915 -3.02439 0.005 0.001 -0.001 0.13
H 4.88454 -0.55765 -1.44182 -0.010 -0.014 0.013 0.13
H 2.85115 -1.30193 -0.24085 0.008 0.001 -0.009 0.13
H -2.97840 0.90922 -4.07406 0.001 -0.002 -0.004 0.12
O 0.28097 -0.36305 2.04084 -0.077 0.094 -0.626 -0.64
S -0.79851 -0.34146 3.18098 0.015 0.037 0.306 1.09
C -0.21428 0.98814 4.28249 -0.006 -0.006 0.033 -0.28
C 0.17549 0.33333 5.60741 0.032 -0.066 0.013 -0.21
C 0.73930 -1.04043 5.25688 0.002 0.052 0.027 -0.21
C -0.27978 -1.65678 4.30786 0.046 -0.021 -0.030 -0.29
H -0.99069 1.74571 4.36418 -0.015 -0.009 -0.035 0.10
H 0.64902 1.39899 3.75660 -0.010 0.005 -0.013 0.10
H -0.70044 0.22862 6.24925 -0.003 0.015 0.000 0.13
H 0.89564 0.95655 6.13506 -0.004 0.014 -0.014 0.13
H 0.86763 -1.66710 6.13789 -0.007 -0.017 -0.013 0.13
H 1.71050 -0.94972 4.76744 -0.006 0.000 -0.009 0.13
H -1.19157 -1.96182 4.82616 -0.021 0.004 -0.016 0.11
H 0.07274 -2.48557 3.69537 -0.039 -0.005 -0.018 0.11